ORCA calculation (the ωB97M-V functional and the def2-TZVPD basis) on 3 unconnected molecules or ions with the total composition C24H42INO6P at a distorted geometry.

Each line ends with the Löwdin charge.
Element x y z (Å)
C  2.5159  -0.3567  3.6465  0.061
C  2.9014  -1.6151  3.5198  -0.097
C  3.3906  -3.1487  3.3130  -0.193
C  2.3479  -4.2074  3.9437  -0.191
C  0.8785  -4.1832  3.2506  -0.141
C  0.9571  -4.0117  1.6379  -0.039
C  0.7527  -2.5650  1.0002  0.107
N  0.8383  -2.2656  -0.4224  -0.023
C  0.6847  -0.9045  -1.0450  -0.643
I  -1.1498  -0.7350  -2.2811  0.874
C  0.8767  0.3243  -0.0196  -0.262
C  -0.4079  0.6676  0.8992  -0.140
C  1.1301  -3.3725  -1.3694  -0.142
O  1.2468  -3.1528  -2.7742  -0.136
C  2.6331  -2.9366  -3.2009  -0.168
C  3.7229  -2.8650  -2.0139  -0.200
C  5.1750  -2.6291  -2.7510  -0.230
C  6.3101  -3.2994  -1.7732  -0.129
C  1.3135  -4.8867  -0.8853  0.146
C  1.2300  -5.2225  0.6563  0.005
C  1.4243  -6.7357  1.1801  -0.361
O  2.2399  -7.0942  2.0806  0.101
O  0.5576  -7.7392  0.5682  -0.209
P  -1.0875  -7.3304  0.8814  0.779
O  -1.5799  -6.4725  -0.3318  -0.451
H  2.4358  0.7785  3.7589  0.060
H  3.6400  -3.3580  2.1975  0.111
H  4.3937  -3.2948  3.8837  0.127
H  2.7933  -5.2621  3.7618  0.110
H  2.3296  -4.0508  5.0817  0.129
H  0.2770  -3.2801  3.6585  0.127
H  0.3297  -5.1794  3.4863  0.113
H  0.5570  -1.7182  1.7735  0.120
H  1.5514  -0.8180  -1.8219  0.099
H  1.7443  0.0175  0.7003  0.103
H  1.2431  1.2962  -0.5499  0.132
H  -0.5449  1.8273  0.9808  0.078
H  -0.1386  0.3261  1.9852  0.065
H  -1.3720  0.1074  0.6266  0.052
H  2.7174  -1.9543  -3.8216  0.150
H  2.9364  -3.8110  -3.9057  0.147
H  3.8563  -3.8683  -1.4341  0.113
H  3.5440  -1.9848  -1.2759  0.123
H  5.2306  -3.2064  -3.7648  0.117
H  5.3940  -1.5192  -2.9505  0.112
H  6.4848  -4.4155  -1.9958  0.083
H  5.8716  -3.2522  -0.6938  0.068
H  7.3022  -2.7101  -1.7725  0.081
H  1.5332  -5.6990  -1.6744  0.152
H  -1.2496  -6.5638  2.0946  0.040
H  -1.9162  -8.5022  0.9604  0.047
C  -2.7929  5.8976  0.1825  -0.067
C  -1.4398  5.3798  0.6427  -0.493
C  -0.3063  6.0132  -0.1485  -0.065
O  -1.3951  3.9617  0.4826  -0.084
H  -2.9663  5.6559  -0.8716  0.081
H  -3.5990  5.4253  0.7512  0.085
H  -2.8648  6.9806  0.3080  0.079
H  -1.3080  5.5917  1.7079  0.141
H  -0.3929  5.7754  -1.2140  0.081
H  0.6600  5.6231  0.1850  0.077
H  -0.3035  7.1002  -0.0327  0.084
H  -1.5110  3.7638  -0.4579  0.088
C  -6.3548  6.9972  -2.6600  -0.066
C  -6.5908  7.0920  -1.1608  -0.502
C  -7.8290  7.9165  -0.8463  -0.065
O  -5.4541  7.6883  -0.5392  -0.069
H  -6.1953  7.9898  -3.0942  0.083
H  -5.4550  6.4117  -2.8711  0.074
H  -7.2038  6.5281  -3.1645  0.081
H  -6.7018  6.0875  -0.7418  0.138
H  -7.7209  8.9411  -1.2173  0.082
H  -7.9797  7.9861  0.2348  0.081
H  -8.7222  7.4749  -1.2965  0.081
H  -5.3473  8.5786  -0.9036  0.093

Values from the calculation:
* net charge: +1
* LUMO: -4.908 eV
* HOMO: -11.506 eV
* calculated total energy: -2084.299510 Eh

***

ORCA calculation (the ωB97M-V functional and the def2-TZVPD basis) on a molecular structure, C60H48Cl2CoN6O4PTe.

Each line ends with the Löwdin charge.
Element x y z (Å)
Co  -0.1643  -0.3514  -0.1583  0.407
Cl  5.6960  -1.0954  3.1448  0.610
C  4.4679  -0.1504  2.3440  -0.695
C  3.6516  -0.7721  1.4149  -0.068
C  2.6493  -0.0835  0.7117  -0.207
N  1.8105  -0.7121  -0.1661  0.003
C  2.1380  -1.8953  -0.7392  -0.182
O  4.3586  -1.0815  -1.4509  -0.008
C  1.0874  -2.9169  -0.5505  -0.150
C  1.2462  -4.3004  -0.6291  0.000
C  0.1899  -5.1200  -0.2588  -0.071
C  -0.9906  -4.5640  0.1979  -0.066
C  -1.0771  -3.1801  0.2575  -0.127
N  -0.0824  -2.3939  -0.1222  0.079
C  2.4231  1.2681  1.0751  -0.196
C  3.2527  1.8723  2.0077  -0.046
C  4.2798  1.1871  2.6401  -0.702
Cl  5.2862  2.0256  3.7893  0.600
N  1.4165  2.0657  0.5183  0.140
C  0.1413  2.2431  1.2309  -0.367
O  -0.5052  3.3710  0.6761  0.026
C  -0.1828  1.6493  2.5269  -0.179
C  -0.7724  2.3423  3.5757  0.000
C  -1.0966  1.6398  4.7248  -0.084
C  -0.8136  0.2849  4.7909  -0.087
C  -0.2149  -0.3156  3.6906  -0.119
N  0.0937  0.3406  2.5835  0.156
H  3.7569  -1.8405  1.2635  0.114
H  2.1886  -4.7180  -0.9238  0.085
H  0.3080  -6.1965  -0.3119  0.098
H  -1.8282  -5.1715  0.5139  0.096
H  -1.9468  -2.6354  0.6153  0.086
H  3.0873  2.9173  2.2355  0.117
H  -0.9929  3.3960  3.4691  0.115
H  -1.5740  2.1444  5.5563  0.098
H  -1.0634  -0.3038  5.6635  0.092
H  0.0080  -1.3775  3.6899  0.111
N  -1.9245  -0.3742  0.3817  -0.220
P  -3.3296  -0.0551  -0.2031  0.755
C  -4.2347  1.5747  -0.1142  -0.227
C  -5.5241  1.6534  0.4142  -0.101
C  -6.1932  2.8672  0.5200  -0.111
C  -5.5708  4.0397  0.1193  -0.122
C  -4.2812  3.9797  -0.3916  -0.085
C  -3.6256  2.7632  -0.5157  -0.055
C  -4.2053  -1.0273  -1.5133  -0.265
C  -3.6813  -2.2657  -1.8745  -0.086
C  -4.2875  -3.0444  -2.8523  -0.106
C  -5.4322  -2.5928  -3.4937  -0.123
C  -5.9554  -1.3523  -3.1504  -0.099
C  -5.3491  -0.5792  -2.1707  -0.070
C  -4.2721  -0.8327  1.2591  -0.268
C  -5.2315  -1.8386  1.1838  -0.095
C  -5.7880  -2.4055  2.3316  -0.117
C  -5.4071  -1.9619  3.5857  -0.131
C  -4.4574  -0.9461  3.6827  -0.106
C  -3.9009  -0.4016  2.5399  -0.097
H  -6.0306  0.7547  0.7436  0.097
H  -7.1987  2.8906  0.9257  0.087
H  -6.0831  4.9914  0.2099  0.085
H  -3.7741  4.8867  -0.7000  0.097
H  -2.6246  2.7222  -0.9141  0.082
H  -2.7717  -2.6095  -1.4039  0.081
H  -3.8524  -4.0002  -3.1224  0.095
H  -5.9034  -3.1926  -4.2637  0.085
H  -6.8380  -0.9782  -3.6572  0.091
H  -5.7584  0.3934  -1.9299  0.100
H  -5.5616  -2.2019  0.2175  0.091
H  -6.5237  -3.1971  2.2347  0.086
H  -5.8375  -2.3998  4.4794  0.082
H  -4.1438  -0.5864  4.6571  0.086
H  -3.1407  0.3678  2.6200  0.090
O  -0.4580  2.6840  -0.6337  -0.020
C  0.1629  1.5085  -0.0232  -0.270
C  8.0569  1.3180  -5.5177  -0.072
C  6.6779  1.0608  -4.9680  -0.292
C  6.1933  1.7707  -3.8802  -0.035
C  4.9192  1.5449  -3.3633  -0.312
C  4.4907  2.3261  -2.1508  -0.093
C  4.0874  0.5816  -3.9522  -0.377
Te  2.0902  0.2994  -3.1512  1.591
N  -0.3921  -0.2457  -2.0084  0.010
C  -1.4500  0.2842  -2.4947  -0.559
O  -2.5427  0.7393  -1.9400  -0.178
C  -1.5223  0.4750  -3.9950  -0.167
C  -2.2526  -0.4088  -4.7848  -0.032
C  -2.3420  -0.2234  -6.1565  -0.101
C  -1.7155  0.8616  -6.7582  -0.124
C  -1.0062  1.7602  -5.9732  -0.102
C  -0.9117  1.5668  -4.6017  -0.075
C  2.3782  -1.7235  -2.6902  -0.376
C  3.3763  -2.0817  -1.6196  -0.445
C  4.0497  -3.4006  -1.8404  -0.028
C  3.6138  -4.2644  -2.7700  -0.132
C  2.4199  -4.0106  -3.5209  -0.100
C  1.8511  -2.7636  -3.5111  -0.338
C  0.6661  -2.5119  -4.4066  -0.067
C  4.5641  -0.1340  -5.0603  -0.291
C  3.7461  -1.1944  -5.7458  -0.071
C  5.8487  0.1105  -5.5431  -0.039
H  8.6211  1.9834  -4.8627  0.064
H  8.0119  1.7836  -6.5060  0.070
H  8.6227  0.3893  -5.6217  0.069
H  6.8283  2.5132  -3.4046  0.102
H  5.3078  2.9537  -1.7895  0.069
H  4.1851  1.6502  -1.3524  0.049
H  3.6315  2.9678  -2.3543  0.072
H  -2.7552  -1.2440  -4.3126  0.101
H  -2.9069  -0.9269  -6.7582  0.089
H  -1.7819  1.0063  -7.8306  0.083
H  -0.5163  2.6118  -6.4311  0.091
H  -0.3576  2.2661  -3.9872  0.099
H  4.7796  -1.2020  -0.5923  0.084
H  4.9809  -3.5604  -1.3073  0.104
H  4.1687  -5.1809  -2.9469  0.096
H  2.0165  -4.7766  -4.1728  0.099
H  -0.1174  -3.2401  -4.1788  0.086
H  0.9372  -2.6294  -5.4592  0.079
H  0.2436  -1.5233  -4.2610  0.011
H  2.6967  -0.9028  -5.8080  0.049
H  3.7800  -2.1332  -5.1885  0.075
H  4.1268  -1.3795  -6.7529  0.069
H  6.2052  -0.4605  -6.3972  0.107

Values from the calculation:
* net charge: -2
* LUMO: 3.936 eV
* HOMO: -1.850 eV
* calculated total energy: -5857.041642 Eh

***

ORCA calculation (the ωB97M-V functional and the def2-TZVPD basis) on CH2O3P2 in the gas phase at a distorted geometry.

Each line ends with the Löwdin charge.
Element x y z (Å)
C  -2.1558  0.1726  0.8993  -0.154
O  -2.9157  0.9073  0.4833  0.115
O  -0.0354  -1.8526  0.3942  -0.405
O  0.1607  0.5926  -0.0550  -0.760
P  -0.8147  -0.7718  -0.1567  0.675
P  1.8330  0.7465  -0.1504  0.828
H  1.9604  0.7876  -1.4316  -0.167
H  1.9676  -0.5820  0.0168  -0.132

Values from the calculation:
* LUMO (spin up / spin down): -1.200 / -1.201 eV
* HOMO (spin up / spin down): -9.303 / -9.303 eV
* calculated total energy: -947.697360 Eh
* ΔE to the lowest compared entry with this formula, charge and spin: 210.2 kJ/mol

***

ORCA calculation (the ωB97M-V functional and the def2-TZVPD basis) on 3 unconnected molecules or ions with the total composition C30H47B3NO20PS at a distorted geometry.

Each line ends with the Löwdin charge.
Element x y z (Å)
C  -0.1328  -1.5370  4.2996  -0.120
C  -0.8235  -0.4324  5.2763  -0.223
C  -0.1834  1.0289  4.9456  -0.209
C  -1.2899  2.0810  4.4092  -0.205
C  -2.1547  1.4234  3.2300  -0.199
C  -2.4261  2.5262  2.1006  -0.204
C  -1.1373  2.7230  1.1354  -0.195
C  -0.7131  1.3914  0.3562  -0.170
C  -0.3933  1.5615  -1.2074  -0.342
P  -2.0241  2.2355  -1.9645  0.989
N  -2.0319  4.0206  -1.9893  -0.184
O  -3.3361  1.7182  -0.9326  -0.329
C  -0.1019  0.1228  -1.9252  -0.329
C  -0.7396  -1.1910  -1.2783  -0.099
C  0.0436  -1.8092  -0.0330  -0.164
C  1.3879  -2.5976  -0.3848  -0.196
C  1.1820  -3.8752  -1.3424  -0.194
S  0.4411  -5.2855  -0.3833  0.729
O  1.3861  -6.4600  -0.4401  -0.339
O  0.1917  -4.9795  1.0629  -0.344
O  -0.9853  -5.6825  -1.1789  -0.202
C  -0.5826  -0.0309  -3.4807  -0.049
B  0.4800  -0.9394  -4.3511  -0.528
O  0.3495  -2.3664  -4.4471  0.087
O  1.5599  -0.3336  -5.0943  0.096
O  1.3577  0.0175  -2.1129  -0.010
C  1.9484  1.0257  -1.3022  -0.317
O  2.9354  0.8454  -0.5853  0.143
C  0.9892  2.2836  -1.5449  -0.156
C  1.6022  3.3950  -0.5427  -0.004
B  2.9217  4.1738  -1.0919  -0.497
O  4.1761  3.5340  -1.4224  0.115
O  2.8708  5.6090  -1.2225  0.089
B  1.2350  2.9610  -2.9945  -0.525
O  0.5536  4.1093  -3.5119  0.121
O  2.2203  2.3361  -3.8631  0.119
H  0.6085  -2.1429  4.9264  0.071
H  0.4456  -1.0576  3.4486  0.049
H  -0.9148  -2.2777  3.8980  0.076
H  -0.5898  -0.6780  6.3906  0.085
H  -1.9583  -0.4626  5.1887  0.097
H  0.6394  0.9432  4.1639  0.097
H  0.3266  1.4283  5.8941  0.081
H  -0.7179  3.0223  4.1032  0.101
H  -1.9686  2.3809  5.2832  0.116
H  -1.5593  0.5558  2.8020  0.096
H  -3.1810  1.1139  3.6347  0.118
H  -2.5155  3.5339  2.6563  0.112
H  -3.3973  2.4037  1.5282  0.091
H  -1.2908  3.6435  0.4912  0.081
H  -0.2831  2.9919  1.8614  0.108
H  -1.5335  0.6174  0.5781  0.110
H  0.2686  1.0334  0.8453  0.122
H  -1.1585  4.3987  -1.5851  0.017
H  -2.7560  4.2739  -1.2820  0.034
H  -4.0631  2.3352  -1.1820  0.048
H  -0.9228  -2.0418  -2.0168  0.110
H  -1.7883  -0.8878  -0.9063  0.131
H  0.2892  -1.0821  0.8024  0.095
H  -0.6649  -2.5894  0.4358  0.115
H  2.2326  -1.9589  -0.7910  0.112
H  1.7744  -3.0249  0.6133  0.121
H  0.4945  -3.6294  -2.2104  0.079
H  2.2368  -4.1758  -1.6834  0.128
H  -1.7432  -5.2050  -0.7737  0.091
H  -1.5694  -0.6130  -3.4989  0.107
H  -0.6387  0.9593  -4.0349  0.093
H  -0.5904  -2.6432  -4.4149  0.094
H  2.3070  -0.9722  -5.0698  0.117
H  0.7876  4.1606  -0.3332  0.111
H  1.8320  2.8906  0.4654  0.138
H  4.0117  2.7489  -1.9955  0.096
H  3.1611  5.9525  -0.3423  0.116
H  0.2871  3.9664  -4.4483  0.126
H  1.8469  2.3920  -4.7674  0.111
O  5.1975  -1.2626  9.5255  0.115
C  4.0890  -0.8831  9.1935  -0.312
C  2.8862  -1.1885  9.9740  0.079
C  1.6870  -0.7675  9.5663  -0.219
O  0.5628  -1.0400  10.2796  0.099
C  1.5250  0.0199  8.3108  -0.296
O  0.4106  0.3717  7.9606  0.071
C  2.7297  0.3460  7.5428  0.083
C  3.9297  -0.0721  7.9521  -0.220
O  5.0561  0.2233  7.2536  0.101
H  3.0170  -1.7623  10.8815  0.138
H  -0.1683  -0.6308  9.7781  0.117
H  2.6005  0.9328  6.6431  0.131
H  5.7867  -0.1914  7.7519  0.118
O  -5.0773  -2.3258  -7.2377  0.114
C  -3.9949  -2.2424  -7.7909  -0.312
C  -3.8339  -2.4194  -9.2372  0.079
C  -2.6266  -2.3365  -9.8016  -0.223
O  -2.4608  -2.4956  -11.1402  0.100
C  -1.4060  -2.0663  -8.9895  -0.305
O  -0.3191  -2.0157  -9.5357  0.123
C  -1.5714  -1.8654  -7.5463  0.089
C  -2.7777  -1.9451  -6.9836  -0.213
O  -2.9476  -1.7591  -5.6450  0.084
H  -4.7269  -2.6171  -9.8145  0.138
H  -1.5023  -2.3918  -11.2972  0.118
H  -0.6803  -1.6525  -6.9699  0.126
H  -3.9056  -1.8692  -5.4873  0.119

Values from the calculation:
* LUMO: -1.839 eV
* HOMO: -8.245 eV
* calculated total energy: -3545.104010 Eh
* SMILES: CCCCCCCC[C@]1(P(N)O)[C@@](CCCCS(=O)(=O)O)(CB(O)O)OC(=O)[C@@]1(CB(O)O)B(O)O.O=C1C=C(O)C(=O)C=C1O.O=C1C=C(O)C(=O)C=C1O